{
  "formula": "C30H31LuN6O4P2",
  "method": "the ωB97M-V functional and the def2-TZVPD basis",
  "multiplicity": 1,
  "e_above_lowest_kcal_mol": 29.0,
  "homo_ev": -13.3,
  "gap_ev": 7.0,
  "charge": 2,
  "species": ["C", "H", "H", "H", "H", "N", "H", "H", "H", "N", "C", "C", "Lu", "P", "H", "C", "N", "N", "H", "C", "N", "H", "C", "C", "H", "C", "H", "O", "C", "H", "C", "H", "H", "C", "H", "C", "C", "C", "H", "O", "C", "H", "N", "H", "C", "H", "H", "C", "C", "P", "H", "C", "O", "H", "H", "H", "H", "H", "C", "C", "C", "C", "H", "O", "C", "H", "C", "C", "C", "C", "C", "H", "H", "C"],
  "xyz": [[2.74948, -1.37194, -2.04620], [5.96498, -1.83362, -1.26508], [-2.11549, -1.53575, -6.94027], [-2.15042, 1.33842, 4.30010], [-1.48032, 5.47935, -0.84795], [4.94819, -0.28954, -0.31615], [4.13541, -0.40534, -4.04887], [-3.59457, 1.43195, -2.55598], [-6.15532, -1.02142, 0.37707], [-2.42911, -0.80530, -0.55391], [-0.92724, 4.77368, -1.45495], [-1.44567, 1.62597, 1.40729], [-0.28477, 0.23281, -0.35935], [2.38258, 0.23065, -1.14557], [-1.60960, -1.33774, -4.53477], [-0.74332, 2.59729, -2.46247], [-2.88244, 0.86749, -2.11083], [4.17570, -1.53329, -2.28162], [6.49293, 0.50476, -1.46004], [0.66268, -2.31959, 1.70995], [-0.46866, -0.33347, 1.94924], [-5.37213, 0.65960, -1.26425], [-1.16922, 0.63445, 2.52105], [-3.33150, -0.01060, -1.14280], [-1.59247, 2.95321, -4.89993], [0.99895, 4.23588, -2.79843], [-2.09710, 2.73524, -7.30157], [-0.33928, 1.90705, 0.73597], [-2.14293, 0.58926, -7.26341], [3.39661, 2.35592, -1.82582], [-1.72127, -0.44420, -5.13947], [0.69123, 6.12863, -1.83022], [1.93732, 4.52836, -3.25374], [5.46035, 0.74818, -1.21475], [3.70481, 1.00684, 0.75677], [3.36663, 1.36125, -2.27087], [-1.99414, 1.84659, -6.69245], [-1.55495, 0.55878, 3.84607], [-2.39062, 3.22790, -1.22652], [1.18135, -3.37260, 2.29111], [-2.00633, -0.55781, -6.48970], [-4.49561, -2.63567, 1.36548], [4.70695, 0.84578, -2.46596], [3.31228, -0.70256, 0.92551], [-0.37425, -1.55575, 3.95898], [-2.12160, -2.38467, 0.74588], [4.52237, -2.34090, -0.37879], [-0.08123, -1.40137, 2.62389], [-1.71079, 1.97052, -5.33954], [-1.31287, 0.90146, -2.79242], [-2.36125, 0.50186, -8.32020], [-2.87686, -1.73363, 0.32599], [-2.57029, 1.84650, 1.02979], [-0.03393, -2.42164, 4.51022], [5.44466, 1.71048, -0.70306], [1.63452, -3.93488, 1.63544], [-1.38966, -0.63716, 5.61535], [2.36866, -2.20538, -1.45786], [-5.10890, -0.97172, 0.10550], [0.29220, 5.13740, -2.00618], [0.48246, 2.97162, -3.02345], [-1.58202, 0.82129, -4.56316], [1.00510, 2.28801, -3.68322], [0.75757, -2.05306, 0.52118], [4.93518, -1.56894, -1.03001], [2.21589, -1.36364, -2.99837], [-1.44841, 3.50580, -1.68019], [-1.13156, -0.54918, 4.56734], [-4.18801, -1.86658, 0.67172], [-4.68527, -0.03892, -0.80455], [4.71191, -0.46199, -3.12505], [2.85400, 1.43489, -3.22713], [5.74211, -0.70939, -3.37677], [3.64804, 0.05921, 0.22105]]
}


{
  "formula": "C15H24Cl2N3O3OsSSi",
  "method": "the ωB97M-V functional and the def2-TZVPD basis",
  "multiplicity": 1,
  "e_above_lowest_kcal_mol": 52.4,
  "homo_ev": -11.9,
  "gap_ev": 8.1,
  "charge": 1,
  "species": ["H", "H", "O", "H", "C", "O", "C", "Cl", "H", "H", "C", "N", "H", "C", "H", "H", "H", "H", "Cl", "C", "H", "C", "C", "Os", "H", "C", "C", "Si", "H", "C", "H", "C", "H", "O", "C", "H", "N", "H", "H", "H", "H", "H", "H", "S", "C", "H", "N", "H", "C", "C"],
  "xyz": [[-3.59988, 3.43708, 1.82426], [0.05480, 2.57436, 2.17696], [1.99233, -1.02602, -0.44466], [0.50219, -3.00523, 4.84052], [1.54751, -0.85986, -3.32606], [4.09397, -1.08947, 0.32229], [2.90627, -1.22403, 0.46920], [-0.10800, -3.38692, -0.65923], [-1.27377, 3.90588, -1.09729], [4.15484, -1.91947, 2.82062], [-0.16070, 3.24777, 1.34699], [-1.72827, -0.40032, -0.02228], [2.98705, -2.77611, 4.89069], [-2.55010, 3.48598, 2.11159], [-2.39978, -1.35164, -2.80316], [2.40265, -0.39432, -2.84381], [-2.33823, 4.49712, 2.45834], [2.03601, -2.97554, -1.56640], [1.15651, -4.67132, -2.96240], [1.47243, -3.89284, -1.43699], [-0.29658, 1.67044, -3.53842], [1.04526, -2.63603, 3.98266], [-0.42328, 1.31596, -2.51254], [-0.03775, -1.12815, -0.00493], [-1.20587, -2.55329, -3.31653], [0.35632, -2.28889, 2.83695], [-1.90842, 4.12736, -0.23842], [-0.06029, -0.52213, -2.44874], [-1.45019, 1.54683, -2.21942], [-1.62666, 3.16729, 0.92563], [-1.52852, -1.13819, -4.31396], [2.42837, -2.50777, 4.00435], [0.26409, 1.88365, -1.88219], [-3.16750, 1.54450, -0.03664], [-1.93224, 1.77083, 0.47601], [1.74586, -1.92535, -3.45288], [0.99450, -1.82811, 1.75630], [0.05592, 4.26566, 1.66938], [-1.69366, 5.14394, 0.08981], [-0.72070, -2.37621, 2.76789], [-2.95081, 4.08294, -0.55120], [0.50660, 3.00416, 0.51956], [1.43868, -0.44414, -4.33273], [-3.36277, -0.09695, -0.36794], [-1.42849, -1.48595, -3.28229], [-2.37895, 2.79941, 2.94196], [-1.15123, 0.76708, 0.52743], [1.93559, -4.58702, -0.74614], [3.08189, -2.03792, 2.87657], [2.32302, -1.70908, 1.77133]]
}


{
  "formula": "C65H97F18N3O13",
  "method": "the ωB97M-V functional and the def2-TZVPD basis",
  "smiles": "CC1(C)CCCC(C)(C)N1O.CC1(C)CCCC(C)(C)N1O.CC1(C)CCCC(C)(C)N1O.CCOC(=O)C(F)(F)F.CCOC(=O)C(F)(F)F.CCOC(=O)C(F)(F)F.CCOC(=O)C(F)(F)F.CCOC(=O)C(F)(F)F.Fc1ccccc1.Fc1ccccc1.Fc1ccccc1",
  "multiplicity": 1,
  "homo_ev": -8.4,
  "gap_ev": 8.9,
  "species": ["C", "H", "C", "C", "H", "C", "O", "H", "H", "C", "H", "H", "C", "C", "H", "H", "C", "H", "C", "H", "H", "H", "H", "C", "C", "H", "C", "F", "H", "H", "O", "H", "H", "C", "H", "H", "H", "F", "H", "H", "O", "C", "O", "C", "F", "H", "H", "H", "H", "F", "C", "H", "C", "C", "C", "C", "C", "C", "F", "C", "H", "C", "H", "H", "F", "O", "F", "H", "N", "H", "O", "C", "H", "H", "F", "H", "H", "H", "H", "C", "H", "F", "C", "C", "C", "C", "H", "H", "H", "C", "H", "H", "F", "O", "H", "F", "O", "H", "H", "F", "H", "H", "H", "C", "F", "H", "F", "C", "H", "F", "H", "H", "C", "H", "H", "H", "H", "C", "N", "C", "C", "H", "H", "H", "H", "O", "C", "C", "C", "H", "H", "H", "H", "H", "H", "C", "H", "H", "H", "F", "C", "H", "H", "H", "C", "H", "H", "C", "C", "C", "H", "H", "F", "C", "H", "C", "C", "H", "H", "C", "N", "C", "C", "C", "H", "H", "H", "H", "C", "C", "C", "H", "C", "O", "O", "H", "H", "H", "C", "H", "H", "C", "C", "C", "O", "C", "F", "H", "H", "O", "H", "H", "C", "H", "C", "C"],
  "xyz": [[4.40197, 7.32304, -4.34772], [4.33608, -4.06506, 0.70569], [-4.85258, 2.07835, 2.18556], [3.30968, 5.47182, 4.88064], [-2.17463, -0.19709, -3.56527], [8.66560, 0.60678, -4.31270], [-3.53379, -3.42847, -5.70504], [0.45497, 5.84443, 1.42503], [-1.74567, -1.72382, -1.82724], [2.56815, -0.96384, 1.98815], [-2.85538, -1.35550, 3.67121], [3.03593, 8.80317, -4.51658], [1.32332, -6.18871, -0.58539], [0.91615, -0.40977, 0.19078], [9.33122, 0.98797, -5.02439], [2.16693, 5.39414, -1.37431], [-1.72144, 3.07003, -3.12833], [-2.95962, -3.83616, -1.34196], [7.56678, 1.42021, -0.95962], [2.99054, 0.97930, 2.25786], [-5.08503, -2.04403, 3.01768], [-6.33170, -2.17012, 7.16009], [1.53596, 0.82566, -1.39713], [8.74455, 1.16663, -2.91649], [2.77448, 6.48129, 4.09759], [-3.14986, -10.31129, 0.33580], [5.27898, 4.15379, -2.64631], [5.94736, 3.59201, -3.72189], [-8.38718, 2.61276, 4.14705], [1.00740, 2.56243, 3.89499], [-7.09182, 2.85881, 2.20748], [-3.06945, -2.90813, -6.45532], [-0.90330, 7.26992, -0.07250], [1.37509, 6.08094, -1.15194], [0.25532, -2.30599, -0.39007], [4.55223, -2.68796, 5.67091], [0.94705, 4.23119, 0.87190], [-4.78197, -5.30653, -0.21733], [-8.93277, 2.94063, 1.16141], [1.05517, 6.72078, -1.97976], [-4.79212, -7.87297, -1.03318], [-2.33611, -9.01855, -1.16702], [1.05283, -4.35787, 6.36319], [-2.31194, -5.88690, -5.09475], [4.67005, -5.32858, -1.55937], [2.95355, -0.03352, 0.06410], [-4.08920, -1.11403, -2.63174], [-2.55362, 3.21391, -3.80830], [-0.41694, 2.29865, 0.38633], [-3.90647, -1.32031, 7.99885], [2.51189, -2.37794, 5.26222], [-0.16130, -0.89290, 3.28412], [-4.19958, -1.59429, 6.78703], [-2.06903, 5.43553, -2.70727], [3.17063, 6.56275, 2.78864], [3.49473, -4.61721, 0.34481], [0.82458, 2.34429, 2.77965], [-1.73623, -2.52667, -2.55051], [6.31433, -0.20135, 0.30431], [-3.08598, -10.24047, -0.78967], [4.08650, -3.35799, 4.12815], [-0.08948, 4.73503, -3.90956], [-4.52378, -5.00457, -2.60503], [-4.63025, -1.66427, -4.18507], [6.04419, 1.87293, 0.99725], [7.54053, 0.77751, -2.17538], [0.52742, -5.59069, 3.60998], [8.78498, 2.23160, -2.93670], [-2.52634, -3.47505, -4.62124], [2.26936, 0.25924, 3.79056], [4.54152, 5.94836, -3.92992], [0.80903, -3.99508, 5.25307], [-3.19388, -6.03096, -5.75698], [2.68074, -1.40577, 4.81532], [-4.54512, 0.89446, 2.76223], [-0.62102, 4.52051, -4.88367], [-0.90399, 7.23373, -2.64898], [-1.04351, 2.28374, -3.46491], [-0.32692, 0.59637, 4.16613], [-1.62230, 6.69822, -2.05989], [0.87821, 4.24630, -3.74934], [-3.90492, 2.22181, 1.15490], [-2.73297, -2.30577, -3.71209], [-5.76687, -2.22975, 5.10463], [4.37281, 4.71919, 4.47374], [-4.02893, -6.15200, 0.47650], [-1.22519, -1.00316, -4.69827], [-0.77612, -5.18126, -3.08032], [8.77921, -0.48516, -4.37259], [4.27610, 5.77032, 2.33671], [-4.07536, -10.21286, -1.29537], [-1.27590, -3.90176, -0.95640], [-4.58177, -6.43977, 1.60885], [8.35461, 2.18568, -0.56904], [2.19800, -2.19520, 6.31685], [-2.79484, -5.62729, 0.62664], [-0.59306, 1.37009, 0.46594], [3.60373, -1.29195, 1.99615], [-1.79712, -6.78083, -4.69835], [5.92228, 4.11730, 2.80319], [0.40020, -5.41719, 1.21673], [2.87187, 7.38625, 2.11065], [-1.04375, -1.34014, 0.29367], [0.00632, 5.40629, -0.65126], [-1.20321, -5.24801, 4.96864], [4.63257, 7.49691, -5.40375], [5.19124, 1.22276, -0.85510], [-1.11679, 6.38083, -0.72986], [-9.98221, 2.44158, 3.66681], [-0.69282, -3.84623, 3.39771], [-2.51541, -8.76571, -2.16440], [-2.19663, -5.98355, -2.30417], [-2.22137, -0.98391, -4.31401], [-2.99510, -0.71861, -5.09718], [-2.20499, 2.63582, -2.26574], [-0.07335, 0.31859, -1.72859], [-1.23405, -9.00133, -0.95686], [0.15440, 4.97917, 0.81835], [-0.47869, 4.19648, -1.41193], [-1.04606, 4.35097, -2.82055], [1.29615, -5.46890, 0.58700], [-4.90425, -4.73436, -4.31324], [4.75501, 6.03108, 1.39367], [1.64693, 6.78429, -0.35373], [0.13325, 2.38962, -1.41562], [6.15676, 6.31839, -2.34799], [-4.18554, -5.23879, -3.63913], [2.55023, -6.19404, -1.30469], [-8.51751, 2.56186, 2.07686], [4.83308, 3.98857, 5.13082], [2.93110, 5.29416, 5.83601], [9.65944, 0.77792, -2.42717], [2.00524, 7.16080, 4.38380], [-8.60165, 1.45053, 2.00249], [-0.15444, 2.83962, 2.52320], [-9.05213, 2.97634, 3.36047], [5.24763, 7.88828, -3.83275], [-2.40101, 7.42451, -1.98671], [3.58347, -4.24616, 5.54083], [5.86279, 3.85469, -1.53249], [-3.51490, -1.59630, 4.48673], [-2.60348, -11.11450, -1.20065], [-9.22147, 4.04296, 3.48477], [2.18784, -4.14662, 1.97482], [-4.81162, -2.02373, 4.11986], [0.50298, -6.85052, -0.99511], [-0.76270, -2.50988, -2.97855], [-1.94747, -3.89839, -1.83726], [2.34365, -0.84415, 0.47544], [-0.16455, -4.68306, 4.27553], [-2.46562, 5.65486, -3.69715], [-4.68224, -2.79577, -2.83676], [4.06102, 3.62477, -2.67597], [2.24756, 0.35582, 2.74079], [-0.72408, 4.50569, 1.17409], [4.87608, 4.89405, 3.19142], [2.33318, -4.62763, 1.02742], [-4.35232, -6.29025, -3.80815], [2.04204, -1.84577, 2.37839], [5.38334, 5.61819, -2.93356], [0.68804, 0.82290, 0.87822], [3.02224, 7.78811, -4.11039], [-3.23279, -1.35101, 5.78306], [3.53955, -5.35626, -0.79419], [2.73842, -6.63824, -2.19809], [1.64627, 2.88785, 2.28485], [1.14654, -0.87009, -1.94076], [-1.16991, 0.47755, 2.59079], [-2.72925, -4.86310, -4.02681], [-0.26434, 0.17282, 3.13799], [-4.09883, -1.98900, -3.27770], [-6.78248, -2.48856, 4.75332], [0.03050, -1.56955, 0.39144], [1.42315, -3.04230, 4.58556], [0.56130, 3.25970, -1.51347], [2.27188, 7.17977, -4.49057], [0.25280, -1.99790, 1.40697], [7.62172, 0.93941, -4.65305], [-5.48110, -2.03616, 6.43956], [-2.94081, 5.07950, -2.07854], [-1.53730, -5.36250, -5.70527], [6.26052, 1.10942, -0.06780], [3.72902, -3.24146, 5.15561], [-1.81488, -4.98858, -2.76564], [-6.50938, 1.43454, 0.53447], [0.85672, 0.88820, 2.40852], [-4.66720, 3.04763, 3.11212], [2.54950, -1.79380, -0.05007], [-0.04192, 5.82238, -3.93278], [-2.67824, -7.88944, -0.29517], [-1.89148, 5.85571, -0.13580], [2.83864, 7.89332, -3.00266], [-6.28763, 2.07557, 1.51132], [-2.24806, -1.06108, 6.13853], [0.86076, -0.02530, -1.31959], [-3.87435, -7.40572, -0.40257]]
}